Run one
CH4N2S | wB97M-V/def2-TZVPD

CARTESIAN COORDINATES (ANGSTROEM)
C  -0.592  -1.308  -0.705
N  -0.025  -0.134  -0.138
N  -0.446  1.063  0.487
S  0.729  2.193  0.689
H  -1.647  -1.616  -0.495
H  -0.138  -2.032  -1.310
H  0.925  0.039  -0.440
H  1.195  1.796  1.912

HOMO (spin up / spin down) = -8.4 / -8.2 eV
charge = 0
gap between HOMO and LUMO (spin up / spin down) = 8.38 / 8.15 eV
LUMO level (spin up / spin down) = 0.01 / -0.08 eV
2S+1 = 1

Table of Löwdin atomic charges, one value per atom, all in e:
1. C 0.06
2. N -0.16
3. N -0.54
4. S 0.63
5. H 0.07
6. H 0.03
7. H 0.07
8. H -0.15



Run two
CH4N2S | wB97M-V/def2-TZVPD

CARTESIAN COORDINATES (ANGSTROEM)
C  1.305  0.290  -0.289
H  -1.094  0.857  1.191
H  0.973  -1.442  1.095
H  2.379  -0.059  -0.293
H  0.187  1.827  -0.589
N  0.348  -0.690  0.123
N  1.138  1.533  -0.460
S  -1.293  -0.552  0.168

HOMO = -9.3 eV
charge = 0
gap between HOMO and LUMO = 9.24 eV
LUMO level = -0.10 eV
2S+1 = 1

Table of Löwdin atomic charges, one value per atom, all in e:
1. C -0.43
2. H 0.03
3. H 0.25
4. H 0.11
5. H 0.00
6. N -0.64
7. N 0.07
8. S 0.62



The structure with the greatest stability is run two.



Run one
CH4N2S | wB97M-V/def2-TZVPD

CARTESIAN COORDINATES (ANGSTROEM)
C  0.709  0.586  -0.211
N  -1.537  -0.246  0.057
N  -0.214  -0.283  0.094
S  2.348  -0.007  0.143
H  0.867  1.696  -0.397
H  -2.141  0.579  -0.058
H  -1.917  -1.168  0.009
H  1.884  -1.158  0.363

HOMO = -7.9 eV
charge = 0
gap between HOMO and LUMO = 8.92 eV
structure (SMILES) = N/N=C/S
LUMO level = 1.03 eV
2S+1 = 1

Table of Löwdin atomic charges, one value per atom, all in e:
1. C -0.56
2. N -0.02
3. N -0.18
4. S 0.70
5. H 0.07
6. H 0.11
7. H 0.08
8. H -0.20



Run two
CH4N2S | wB97M-V/def2-TZVPD

CARTESIAN COORDINATES (ANGSTROEM)
C  -1.381  -0.039  0.727
N  -0.142  -0.225  0.276
N  0.422  0.124  -0.903
S  2.106  0.312  -0.805
H  -2.107  0.119  0.021
H  -1.750  -0.339  1.775
H  0.491  -0.311  1.079
H  2.362  0.359  -2.169

HOMO (spin up / spin down) = -7.2 / -7.3 eV
charge = 0
gap between HOMO and LUMO (spin up / spin down) = 7.82 / 7.97 eV
LUMO level (spin up / spin down) = 0.61 / 0.66 eV
2S+1 = 1

Table of Löwdin atomic charges, one value per atom, all in e:
1. C -0.01
2. N -0.23
3. N -0.47
4. S 0.61
5. H 0.02
6. H 0.10
7. H 0.11
8. H -0.13



Run three
CH4N2S | wB97M-V/def2-TZVPD

CARTESIAN COORDINATES (ANGSTROEM)
C  0.080  -0.524  -0.472
H  -1.622  0.860  0.991
H  -0.963  -0.045  2.146
H  -1.475  -1.599  -0.251
H  0.434  -1.488  -1.028
N  -1.575  -0.154  1.195
N  -1.017  -0.727  0.205
S  1.330  0.724  -0.551

HOMO = -8.4 eV
charge = 0
gap between HOMO and LUMO = 8.84 eV
structure (SMILES) = NNC=S
LUMO level = 0.47 eV
2S+1 = 1

Table of Löwdin atomic charges, one value per atom, all in e:
1. C -0.68
2. H 0.10
3. H 0.17
4. H 0.19
5. H 0.08
6. N -0.02
7. N -0.25
8. S 0.41



The structure with the greatest stability is run one.



Run one
C2H14NO5 | wB97M-V/def2-TZVPD

CARTESIAN COORDINATES (ANGSTROEM)
C  -2.541  0.768  -0.829
N  -1.419  0.311  0.081
C  -0.778  -0.970  -0.257
O  -0.156  -0.685  -1.403
H  -2.235  0.216  -1.814
H  -2.389  1.681  -1.105
H  -3.530  0.605  -0.302
H  -0.670  1.002  0.190
H  -1.565  -1.705  -0.261
H  -0.216  -1.227  0.695
H  1.373  -1.599  -0.323
H  1.430  -2.171  -1.679
O  1.928  -2.255  -0.900
H  2.492  1.322  1.267
H  1.581  0.729  0.169
O  1.750  0.783  1.176
H  0.043  0.397  2.450
H  -1.308  0.394  2.409
O  -0.657  0.426  3.139
H  0.667  0.391  -1.150
H  1.375  1.706  -2.077
O  1.234  1.394  -1.076

HOMO = -4.2 eV
charge = -1
gap between HOMO and LUMO = 7.93 eV
LUMO level = 3.74 eV
2S+1 = 1

Here are the Löwdin charges for atoms 1 to 8, given in e:
1. C -0.09
2. N -0.13
3. C -0.47
4. O -0.27
5. H 0.11
6. H -0.02
7. H 0.08
8. H 0.07



Run two
C2H14NO5 | wB97M-V/def2-TZVPD

CARTESIAN COORDINATES (ANGSTROEM)
C  -0.770  3.442  1.271
N  -0.234  2.148  0.820
C  -1.205  1.158  0.379
O  -0.627  0.373  -0.528
H  0.045  4.272  1.368
H  -1.406  3.176  2.124
H  -1.495  4.061  0.749
H  0.488  2.346  0.112
H  -2.167  1.640  0.048
H  -1.374  0.508  1.213
H  -0.720  0.673  -3.262
H  -1.083  0.278  -1.817
O  -1.303  0.109  -2.938
H  1.504  -2.415  -0.789
H  1.963  -1.956  0.362
O  1.664  -2.850  0.000
H  2.054  -4.701  2.508
H  0.959  -4.116  1.764
O  1.222  -4.959  2.284
H  0.515  -1.505  -2.393
H  0.715  -0.505  -1.355
O  1.252  -1.177  -1.921

HOMO = -4.6 eV
charge = -1
gap between HOMO and LUMO = 8.25 eV
LUMO level = 3.66 eV
2S+1 = 1

Here are the Löwdin charges for atoms 1 to 8, given in e:
1. C -0.20
2. N -0.12
3. C -0.47
4. O -0.27
5. H 0.09
6. H 0.06
7. H 0.03
8. H 0.10



The structure with the greatest stability is run two.



Run one
C2H4N2S3 | wB97M-V/def2-TZVPD

CARTESIAN COORDINATES (ANGSTROEM)
C  1.847  1.960  -1.285
C  2.242  -0.239  -0.346
N  0.901  1.579  -0.573
N  1.082  0.433  0.016
S  3.146  0.760  -1.432
S  -1.620  -1.185  0.720
S  2.551  -1.803  0.076
H  1.791  2.793  -1.872
H  0.244  -0.022  0.399
H  -1.415  -1.649  -0.576
H  -0.912  -2.104  1.417

HOMO = -8.4 eV
charge = 0
gap between HOMO and LUMO = 8.75 eV
structure (SMILES) = S=c1[nH]ncs1.S
LUMO level = 0.37 eV
2S+1 = 1

Here are the Löwdin charges for atoms 1 to 8, given in e:
1. C -0.43
2. C -1.18
3. N -0.04
4. N -0.11
5. S 0.98
6. S 0.51
7. S 0.53
8. H 0.05



Run two
C2H4N2S3 | wB97M-V/def2-TZVPD

CARTESIAN COORDINATES (ANGSTROEM)
C  -0.141  -1.405  -0.982
C  -0.422  1.182  0.557
N  -0.785  -0.550  -1.613
N  0.834  0.570  0.590
S  0.583  -2.395  -0.013
S  -1.032  1.285  -1.148
S  1.190  -0.477  1.749
H  -1.212  0.726  1.169
H  -0.350  2.251  0.808
H  -1.160  -0.654  -2.544
H  2.494  -0.533  1.427

HOMO (spin up / spin down) = -7.0 / -7.2 eV
charge = 0
gap between HOMO and LUMO (spin up / spin down) = 6.50 / 6.70 eV
LUMO level (spin up / spin down) = -0.51 / -0.52 eV
2S+1 = 1

Here are the Löwdin charges for atoms 1 to 8, given in e:
1. C -0.78
2. C -0.72
3. N -0.26
4. N -0.59
5. S 0.69
6. S 0.84
7. S 0.68
8. H 0.07



The structure with the greatest stability is run one.



Run one
C2H4N2S3 | wB97M-V/def2-TZVPD

CARTESIAN COORDINATES (ANGSTROEM)
C  1.097  0.087  0.056
C  -1.091  -0.148  -0.295
H  2.065  -1.771  -0.135
H  0.348  -2.054  0.730
H  -1.854  2.183  0.509
H  -0.751  -1.020  -0.806
N  1.181  -1.323  0.331
N  -0.107  0.658  -0.021
S  2.482  0.958  -0.287
S  -0.594  2.387  0.100
S  -2.776  0.042  -0.182

HOMO = -8.9 eV
charge = 0
gap between HOMO and LUMO = 7.96 eV
structure (SMILES) = NC(=S)N(S)C=S
LUMO level = -0.92 eV
2S+1 = 1

Here are the Löwdin charges for atoms 1 to 8, given in e:
1. C -0.95
2. C -0.75
3. H 0.13
4. H 0.20
5. H -0.20
6. H 0.05
7. N 0.00
8. N -0.49



Run two
C2H4N2S3 | wB97M-V/def2-TZVPD

CARTESIAN COORDINATES (ANGSTROEM)
C  0.239  -0.452  1.651
C  0.826  0.225  0.620
N  -2.632  0.125  -1.464
N  -1.956  -0.670  -1.951
S  -1.073  -1.683  -2.645
S  0.190  1.762  0.022
S  2.081  -0.454  -0.494
H  0.618  -1.484  1.828
H  -0.327  0.025  2.535
H  -0.364  2.074  1.114
H  2.398  0.534  -1.216

HOMO = -8.6 eV
charge = 0
gap between HOMO and LUMO = 9.16 eV
structure (SMILES) = N#[N+][S-].C=C(S)S
LUMO level = 0.52 eV
2S+1 = 1

Here are the Löwdin charges for atoms 1 to 8, given in e:
1. C -0.12
2. C -1.08
3. N 0.17
4. N -0.81
5. S 0.66
6. S 0.72
7. S 0.71
8. H 0.05



The structure with the greatest stability is run one.



Run one
C3H4BrN | wB97M-V/def2-TZVPD

CARTESIAN COORDINATES (ANGSTROEM)
C  -1.390  -0.863  -1.512
C  -0.125  0.249  0.263
C  -0.519  -1.045  -0.417
N  -2.073  -0.898  -2.439
Br  -1.093  -2.361  0.863
H  0.821  0.085  0.860
H  -1.005  0.706  0.599
H  0.226  0.955  -0.675
H  0.533  -1.365  -0.841

HOMO = -10.8 eV
charge = 0
gap between HOMO and LUMO = 11.30 eV
structure (SMILES) = C[C@@H](Br)C#N
LUMO level = 0.49 eV
2S+1 = 1

Here are the Löwdin charges for atoms 1 to 8, given in e:
1. C -0.32
2. C -0.16
3. C -0.85
4. N 0.18
5. Br 0.72
6. H 0.10
7. H 0.05
8. H 0.14



Run two
C3H4BrN | wB97M-V/def2-TZVPD

CARTESIAN COORDINATES (ANGSTROEM)
C  -0.710  -1.622  0.306
C  -0.347  -0.823  -0.607
C  -0.166  0.478  -0.922
N  -0.030  0.908  1.837
Br  -0.405  -0.726  2.292
H  -0.805  -2.706  0.578
H  -0.868  1.028  -1.367
H  0.858  0.779  -1.179
H  0.877  0.963  1.554

HOMO (spin up / spin down) = -8.8 / -8.8 eV
charge = 0
gap between HOMO and LUMO (spin up / spin down) = 8.58 / 8.58 eV
LUMO level (spin up / spin down) = -0.25 / -0.25 eV
2S+1 = 1

Here are the Löwdin charges for atoms 1 to 8, given in e:
1. C -0.27
2. C -0.23
3. C 0.03
4. N -0.51
5. Br 0.95
6. H 0.05
7. H 0.02
8. H 0.08



The structure with the greatest stability is run one.